C84H156N8O12 | ωB97M-V with the def2-TZVPD basis set

Summary:
E, eV: -126122.89625

Structure (ORCA input):
```
! wB97M-V def2-TZVPD RIJCOSX def2/J DEFGRID3
* xyz 0 1
C 9.21918 -21.53504 23.95952
C 7.41201 -9.91172 23.27453
H 1.85579 -21.03240 24.00701
H 11.80099 -18.30478 15.49753
H 12.76612 -19.23529 16.65250
H 8.76581 -13.76904 22.09003
C -1.28340 -18.87492 25.22066
C 5.64284 -13.79027 19.88449
H 4.02164 -16.67029 19.05955
H 2.76520 -17.02193 23.79860
C 4.06594 -14.06321 20.06648
H 9.72343 -23.90974 25.52477
C 10.87030 -16.53489 17.40331
H 12.08598 -9.80566 28.45642
H 6.10724 -16.17301 16.17715
H 11.76380 -8.77454 21.19192
H 3.85876 -19.15317 20.85559
C 9.53642 -15.79048 24.99662
H 13.02691 -11.66361 23.72019
C 3.08918 -11.88844 19.95062
H 6.37922 -10.54476 28.22788
C 10.44049 -15.87928 18.71148
H 13.56108 -16.33082 16.05842
C 12.40344 -18.24141 16.39826
O 2.02139 -21.89287 23.60976
H 12.85189 -18.13486 28.03670
H 1.13174 -17.55567 25.81892
H 7.74361 -8.88960 22.99843
C 10.49020 -23.18082 25.89720
C 4.45087 -16.05339 26.59958
C 4.04912 -21.40032 24.72928
C 13.95190 -19.66452 23.18085
C 11.99566 -18.35409 21.68496
C 8.49041 -19.88785 30.62285
C 6.11021 -10.35943 23.10099
H 6.50299 -18.43661 16.98144
N 5.04922 -18.43374 18.60705
C 11.75141 -18.73431 22.97580
C 4.94545 -24.03902 24.18923
H 3.60995 -14.11133 19.03657
O 13.11170 -9.06854 18.88877
C 3.98931 -16.37894 27.91102
H 6.47544 -16.57453 22.29636
H 2.87256 -9.80184 20.02133
O 13.02763 -14.72674 27.13640
H 8.93536 -6.50736 28.37782
H 6.25069 -9.12751 27.17587
H 4.04089 -11.54567 19.53683
H -1.26233 -17.95082 24.62831
H 10.18914 -20.88569 18.36846
C 13.11040 -12.67067 24.08758
H 9.88978 -10.13919 21.91277
C 9.84604 -11.43419 20.08909
C 3.20102 -15.40533 28.57810
O 8.69265 -12.06883 20.31131
C 11.08398 -9.84129 28.03588
C 10.46456 -11.57590 18.88286
H 13.22076 -19.94409 25.55965
H 11.22909 -15.57885 19.39856
H 7.54946 -19.12011 19.75931
H 8.63784 -21.44544 21.93953
H 9.95179 -18.36846 30.17393
H 10.05197 -16.46508 16.68031
H 11.39528 -18.87650 27.38786
H 5.37568 -16.79792 23.64236
H -1.28386 -18.69709 26.32434
C 4.04925 -14.87805 26.01939
H 4.94582 -15.76555 17.33575
H 2.51911 -18.53757 19.87526
H 11.70050 -15.86752 17.06228
H 5.81010 -21.22375 25.84077
C 9.94234 -19.39257 30.52914
H 7.58275 -8.58684 29.21915
H 14.28966 -17.75573 15.34018
O 4.40009 -17.55840 28.49494
H 2.86325 -15.64085 29.58747
C 10.45437 -8.52157 28.20996
O 9.50631 -10.24611 24.23465
H 11.07010 -23.50342 26.71905
C 6.61789 -19.60031 20.12243
H 10.37383 -13.92619 22.76881
H 0.50919 -19.58617 27.31165
C 10.33104 -10.38890 20.94518
H 11.06503 -10.16856 27.00813
C 7.89939 -12.02825 24.31760
H -2.16395 -19.39726 24.85418
C 1.58803 -21.53179 26.93568
C 11.89802 -18.56044 28.32404
H 5.86051 -12.74735 19.55435
C 3.25176 -22.26946 24.05925
H 10.07024 -14.46493 21.13773
H 7.96332 -19.58963 24.67857
H 8.55863 -12.62695 24.91046
C 12.70545 -19.37375 23.81014
H 10.83625 -18.45913 23.42859
C 14.11231 -19.51981 21.79018
H 14.64836 -20.30926 23.75126
H 7.34616 -21.34092 23.07937
C 5.52987 -19.73421 19.04394
H 13.11034 -15.65499 27.32539
H 5.17726 -17.13849 20.31935
H 10.33339 -15.18576 24.56753
H 14.32791 -17.49299 17.05350
C 13.20633 -18.77027 21.09170
C 9.61318 -14.45246 22.13570
H 3.02824 -15.11480 22.19399
C 8.68093 -19.83687 25.42201
C 5.27913 -21.84969 25.16156
C 5.38352 -16.56872 16.79960
H 13.34394 -16.47777 24.94559
C 13.14133 -13.69375 23.13544
H 5.50307 -9.70273 22.53391
H 10.22604 -19.12838 16.60168
H 5.27270 -25.04113 24.02497
H 7.52450 -22.75697 25.45769
H 1.14548 -12.93790 21.37666
C 2.77931 -14.22273 27.94778
H 4.32608 -14.73137 25.01690
H 1.42068 -21.87878 27.98713
H 7.46162 -10.42695 26.83901
C 13.67487 -17.41438 16.17404
H 11.22355 -17.88627 21.10932
C 5.76362 -23.12673 24.85852
N 9.09809 -8.46620 27.67135
H 11.12275 -22.67307 28.95254
H 3.20090 -17.52661 21.18249
H 4.55438 -17.01186 16.18173
C 5.66011 -11.59112 23.49328
C 11.56898 -10.87812 18.52360
H 11.48693 -20.07992 19.25704
H 6.18698 -18.86674 20.84723
O 12.40497 -19.58931 25.17067
H 7.60397 -7.02145 27.30068
O 12.99523 -13.45706 21.75774
C 2.00042 -17.79705 23.78721
H 10.37856 -6.17787 26.54126
H 2.27903 -19.48976 27.13217
C 11.70436 -22.64008 29.88166
H 5.06610 -16.78021 26.10215
C 7.42623 -16.59284 24.18545
C 3.67778 -23.58247 23.78158
C 6.59861 -12.45980 24.05696
N 11.53978 -17.85882 17.53554
H -0.00013 -19.74593 23.77715
H 6.37183 -13.50569 24.24125
H 2.04158 -14.21186 23.21045
C 8.32834 -20.99322 22.88424
H 9.34292 -7.06309 25.39604
H 1.33587 -15.46434 22.19094
C 10.56653 -18.92845 17.64768
N 8.79990 -21.26853 25.33574
H 2.91619 -24.20702 23.42449
O 6.93925 -23.55401 25.29359
H 2.01857 -13.57289 28.39634
C 11.40193 -9.56672 20.55203
C 8.15273 -19.43078 26.78968
C 1.37303 -20.01563 26.78717
C 12.08905 -19.70897 29.32168
H 7.21628 -16.37540 25.25737
H 8.31178 -19.94445 22.70748
C 6.23684 -16.28171 23.26601
H 7.75262 -18.38420 26.76278
H 10.57768 -10.62018 28.62064
C 13.08776 -14.43773 25.80454
H 2.42557 -12.23478 19.14784
C -0.12522 -19.82608 24.85207
H 9.88467 -14.97656 18.41377
H 13.31992 -15.70733 22.62529
N 3.30030 -12.99991 20.79773
H 5.87771 -20.32232 18.18508
H 8.79568 -5.51777 25.98131
N 8.53921 -15.70441 23.94415
H 2.29718 -18.66566 23.21793
H 8.01429 -19.93857 29.63243
H 9.95049 -16.85201 25.13985
H 12.61229 -20.54730 28.87345
H 8.50548 -20.94005 30.98249
C 9.88900 -21.76549 26.23238
C 9.21444 -15.24319 26.39563
H 10.05901 -12.35635 18.29898
C 8.69489 -7.08248 27.47961
C 13.28948 -15.43325 24.80068
H 13.53487 -9.54424 18.14046
O 13.52991 -18.47601 19.77231
H 10.15407 -21.71381 30.98335
H 6.01402 -15.20784 23.26379
H 5.96638 -14.52236 19.17983
H 7.76888 -17.64427 24.04984
H 10.68940 -21.04236 26.19724
H 10.20382 -21.03725 23.75203
C 5.96360 -17.73716 17.69462
H 11.23620 -17.75450 28.72364
H 2.76526 -18.19122 25.66338
C 1.94481 -13.63208 21.10035
H 10.98195 -7.71126 27.74009
C 13.04658 -13.05773 25.42805
H 4.20820 -17.53448 29.43841
H 3.64694 -20.49016 25.01049
C 9.12835 -15.84281 22.59356
H 3.86162 -14.98491 20.48474
O 4.35851 -11.95284 23.36817
N 10.78112 -20.32341 29.78072
H 2.54341 -21.91381 26.57682
H 11.84555 -21.09547 31.42939
C 2.01187 -14.64655 22.21794
H 9.57519 -15.96471 27.10387
C 13.31714 -15.01244 23.47345
O 2.79553 -12.76925 26.13965
H 11.93469 -11.11701 17.55135
H 2.90462 -10.53129 21.65953
H 6.82500 -17.28461 18.22235
H 9.41251 -22.58677 23.76381
C 1.74640 -18.25631 25.20455
H 4.62674 -20.25798 19.29851
H 7.87727 -19.25216 31.36954
C 6.95534 -9.87363 27.60982
N 1.26821 -19.62417 25.37910
C 11.11236 -21.42199 30.62231
H -0.37321 -20.86439 25.13617
C 11.04687 -20.24541 18.28578
H 14.98000 -19.83486 21.28196
H 11.76709 -20.68731 17.63221
C 12.06446 -9.85721 19.36633
C 3.24299 -13.95306 26.65723
H 9.90647 -16.55239 22.66272
H 9.58240 -21.69355 27.31561
H 12.76018 -18.22563 19.29551
H 1.61589 -14.12868 20.16779
H 1.45739 -10.65430 20.78924
C 2.54095 -10.69248 20.64962
H 0.95155 -22.04754 26.29078
H 9.79453 -16.52059 19.32235
H 3.10656 -12.59349 25.22737
H 6.15217 -13.73235 20.84513
H 9.71491 -14.25632 26.48913
H 12.67939 -22.59631 29.54993
C 8.07524 -9.22205 28.45586
H 10.55652 -8.33751 29.30551
H 11.14522 -23.05272 25.05113
C 3.39885 -18.25143 20.39063
H 8.40793 -11.95734 21.18063
H 9.78715 -18.56920 18.24831
H 8.13877 -15.14664 26.55243
H 8.95691 -19.48920 27.53221
H 12.30217 -12.82556 21.45176
H 9.64188 -19.38044 25.10844
H 11.54068 -23.57107 30.44038
C 9.34910 -6.39574 26.29894
H 9.51331 -10.01889 25.16279
H 10.44691 -19.20361 31.51142
H 7.34835 -20.18929 26.98753
H 7.01068 -20.44577 20.64512
C 4.47817 -17.55033 19.60710
C 8.27730 -10.77777 23.96071
H 12.72980 -19.30184 30.13483
H 8.23057 -16.08432 21.95449
H 4.10546 -12.44770 22.58111
H 1.16973 -17.29833 23.26353
H 12.92062 -12.35868 26.26615
H 8.60752 -10.07618 28.88432
*
```